[1]
DFT (the ωB97M-V functional and the def2-TZVPD basis) results for a 12-piece molecular cluster, C48H84N12 overall in a non-equilibrium geometry.

Output
**Gap between HOMO and LUMO**: 0.41770 hartree
**HOMO energy**: -11.268 eV
**Energy relative to the best compared isomer or geometry (same formula, charge and spin)**: 622.41 kJ/mol
**Molar mass**: 829.28 g mol⁻¹
**SMILES**: CCCC#N.CCCC#N.CCCC#N.CCCC#N.CCCC#N.CCCC#N.CCCC#N.CCCC#N.CCCC#N.CCCC#N.CCCC#N.CCCC#N
**DFT total energy**: -69012.088 eV

Geometry (Å):
C: 21.05067 -13.94869 12.75847
C: 19.85397 -12.95524 12.48644
C: 18.56121 -13.76543 12.39676
C: 18.63982 -15.12319 11.78513
N: 18.73342 -16.19703 11.41012
H: 21.34215 -14.50926 11.87026
H: 20.70583 -14.67097 13.49839
H: 21.87981 -13.33578 13.11198
H: 19.95957 -12.45096 11.52589
H: 19.85114 -12.12995 13.19847
H: 17.73591 -13.24446 11.91141
H: 18.19634 -13.89513 13.41566
C: 10.63720 -7.16975 6.60726
C: 9.89963 -8.43379 6.92744
C: 9.09093 -9.00301 5.75945
C: 9.72269 -9.00583 4.45275
N: 10.22405 -9.07406 3.42225
H: 11.35956 -7.30950 5.80305
H: 11.16958 -6.88918 7.51609
H: 10.01608 -6.35366 6.23806
H: 9.09765 -8.19877 7.62723
H: 10.51778 -9.25106 7.29903
H: 8.27970 -8.29275 5.59973
H: 8.79531 -10.03378 5.95495
C: 17.10066 0.17368 1.79266
C: 17.11129 0.49665 0.37701
C: 17.64547 -0.58583 -0.53439
C: 17.58717 -0.19483 -1.92622
N: 17.56560 0.09116 -3.02943
H: 16.99226 1.06388 2.41224
H: 18.02134 -0.25831 2.18489
H: 16.30112 -0.55955 1.89847
H: 17.89176 1.25669 0.34093
H: 16.21316 1.01520 0.04150
H: 17.15952 -1.56036 -0.48692
H: 18.69650 -0.81200 -0.35475
C: 13.93298 -14.85257 6.00276
C: 15.48500 -14.63966 5.98242
C: 16.10364 -13.20898 5.86679
C: 15.51299 -12.36109 6.95481
N: 15.00441 -11.71149 7.78140
H: 13.45683 -14.09078 5.38545
H: 13.51098 -14.81748 7.00713
H: 13.70705 -15.83676 5.59235
H: 15.82034 -15.29219 5.17629
H: 15.77634 -15.14670 6.90228
H: 15.91167 -12.76932 4.88804
H: 17.19172 -13.18738 5.92781
C: 14.69435 -8.84690 16.13122
C: 14.66542 -8.60744 14.64822
C: 13.68068 -7.44614 14.45371
C: 14.18307 -6.05327 14.73908
N: 14.57535 -5.00008 14.94006
H: 13.77572 -8.65656 16.68617
H: 15.41075 -8.29955 16.74383
H: 15.08096 -9.81426 16.45191
H: 14.33836 -9.55232 14.21423
H: 15.65632 -8.45227 14.22143
H: 12.75336 -7.62074 14.99931
H: 13.28523 -7.38802 13.43964
C: 18.12874 -2.66058 8.40781
C: 16.86133 -3.50195 7.96257
C: 16.84724 -4.86208 8.63507
C: 18.01724 -5.66779 8.65959
N: 18.92537 -6.40217 8.73256
H: 18.11930 -1.71828 7.86000
H: 19.09373 -3.05652 8.09141
H: 18.21701 -2.49126 9.48095
H: 16.81188 -3.66143 6.88544
H: 16.02995 -2.90171 8.33219
H: 15.97972 -5.42770 8.29510
H: 16.72069 -4.85606 9.71768
C: 23.70874 -3.92723 5.00353
C: 23.11065 -5.18251 4.34944
C: 21.56960 -5.25706 4.24970
C: 21.06930 -6.35913 3.46430
N: 20.62970 -7.26764 2.92906
H: 23.90456 -4.13262 6.05594
H: 23.00052 -3.09892 5.02414
H: 24.68690 -3.53646 4.72314
H: 23.55026 -6.00445 4.91446
H: 23.63156 -5.32975 3.40336
H: 21.18922 -4.32981 3.82120
H: 21.05805 -5.35676 5.20703
C: 19.00310 1.36691 14.62868
C: 19.06669 2.88192 14.90808
C: 20.46510 3.45519 15.33473
C: 20.91963 3.04478 16.68123
N: 21.29505 2.71820 17.68900
H: 19.13997 0.66727 15.45323
H: 19.80875 0.99803 13.99389
H: 18.08986 1.22789 14.05009
H: 18.38117 2.86391 15.75533
H: 18.66242 3.47825 14.09011
H: 20.30753 4.53373 15.33989
H: 21.19013 3.29720 14.53632
C: 25.25656 0.82761 9.38467
C: 26.39874 1.53272 8.67125
C: 26.03113 2.99874 8.13846
C: 24.66444 3.19390 7.49730
N: 23.67795 3.28376 6.94528
H: 25.76680 -0.04927 9.78322
H: 24.43950 0.50906 8.73733
H: 24.82792 1.40004 10.20728
H: 26.84657 1.05593 7.79935
H: 27.15591 1.63209 9.44902
H: 26.80835 3.41222 7.49575
H: 25.92931 3.65536 9.00252
C: 7.91404 3.17604 2.53726
C: 8.94835 2.54451 3.48270
C: 8.61390 1.18050 4.06741
C: 9.71535 0.27835 4.46402
N: 10.65552 -0.37196 4.71588
H: 7.85642 2.62893 1.59627
H: 8.24157 4.17542 2.25078
H: 6.90834 3.27070 2.94677
H: 9.13424 3.32620 4.21925
H: 9.83932 2.53383 2.85488
H: 7.95053 0.63111 3.39941
H: 8.09277 1.51453 4.96459
C: 23.86348 -7.56041 13.90648
C: 24.54302 -7.96878 12.59796
C: 26.07314 -7.70399 12.54687
C: 26.95579 -8.38290 13.57127
N: 27.66737 -8.81324 14.39790
H: 23.75528 -6.47878 13.82614
H: 24.43775 -7.73669 14.81601
H: 22.84191 -7.93892 13.94141
H: 24.09891 -7.45217 11.74708
H: 24.37644 -8.99185 12.26079
H: 26.23729 -6.62784 12.60226
H: 26.58946 -8.04188 11.64835
C: 10.53426 1.79396 9.71842
C: 11.39820 1.48461 10.90610
C: 10.81004 0.46388 11.87536
C: 10.05908 -0.68898 11.28716
N: 9.44457 -1.58709 10.88884
H: 10.02595 0.89908 9.35938
H: 11.07007 2.27440 8.89977
H: 9.79859 2.47875 10.14026
H: 11.60578 2.44330 11.38143
H: 12.33365 1.21911 10.41361
H: 10.23579 0.93020 12.67590
H: 11.71286 0.11107 12.37391

Atomic partial charges in e from the Mulliken method, atoms 1 to 4: -1.12, -0.39, -0.54, 0.25

---

[2]
DFT (the ωB97M-V functional and the def2-TZVPD basis) results for C38H63GeO5ReSbSi3 as an isolated structure in a non-equilibrium geometry.

Output
**Gap between HOMO and LUMO (alpha / beta)**: 0.30476 / 0.29384 hartree
**HOMO energy (alpha / beta)**: -12.929 / -13.126 eV
**2S+1**: 4
**Energy relative to the best compared isomer or geometry (same formula, charge and spin)**: 0.00 kJ/mol
**<S²>**: 3.89
**Molar mass**: 1064.75 g mol⁻¹
**Charge**: +2
**DFT total energy**: -139466.877 eV

Geometry (Å):
Re: 9.67282 9.32718 12.63102
C: 11.59243 6.66056 13.29854
C: 10.31392 5.93498 12.92283
O: 9.24187 6.90001 12.76034
C: 7.98904 6.26116 12.41584
C: 6.82923 7.11816 12.85468
O: 7.11414 8.46887 12.41446
C: 5.97585 9.32202 12.59449
C: 6.44039 10.75652 12.56267
O: 7.66450 11.01357 13.27889
C: 7.59187 11.13985 14.70648
C: 7.91810 9.84517 15.36932
O: 9.11270 9.26019 14.81988
C: 10.01694 8.78974 15.81013
C: 10.64040 7.51034 15.35924
O: 11.23957 7.76640 14.11206
H: 12.12637 7.06484 12.44469
H: 12.26314 6.01885 13.85592
H: 10.04198 5.27687 13.76119
H: 10.39997 5.33034 12.02445
H: 7.88410 5.30121 12.94700
H: 8.01264 6.09102 11.33508
H: 6.68084 7.07238 13.92326
H: 5.91105 6.78019 12.40060
H: 5.49367 9.08106 13.53432
H: 5.24421 9.17226 11.79964
H: 5.65228 11.38675 12.96588
H: 6.60260 11.10269 11.53115
H: 6.58946 11.43133 15.02743
H: 8.29934 11.91145 14.99195
H: 7.08380 9.15843 15.24918
H: 8.09673 10.07173 16.41120
H: 9.45760 8.62956 16.73580
H: 10.75942 9.55425 16.03713
H: 9.87676 6.75502 15.28078
H: 11.37670 7.18065 16.12219
C: 11.00782 10.60133 12.77278
Ge: 12.34573 11.25402 14.09141
C: 13.54457 12.57217 13.29623
C: 13.22730 13.29459 12.14640
C: 13.90736 14.44025 11.81499
C: 14.94785 14.91493 12.59628
C: 15.30318 14.18877 13.74948
C: 14.58368 13.04366 14.10596
C: 11.09069 12.25083 15.21818
C: 10.87640 12.11964 16.57495
C: 10.04203 12.99966 17.24524
C: 9.36927 14.00935 16.57380
C: 9.59290 14.15695 15.19498
C: 10.41982 13.25089 14.53237
C: 13.42683 9.88496 14.87848
C: 14.18157 9.09446 14.02112
C: 14.92194 7.99935 14.44350
C: 14.90490 7.65557 15.78837
C: 14.24489 8.46457 16.67750
C: 13.52756 9.58777 16.22251
H: 10.94429 11.53174 12.15885
H: 12.39028 12.96613 11.49524
H: 13.58784 14.96995 10.90262
H: 15.50638 15.79920 12.34353
H: 16.14277 14.55185 14.35934
H: 14.87409 12.59474 15.03749
H: 11.37516 11.37660 17.18397
H: 9.92474 12.91015 18.32971
H: 8.71716 14.66114 17.13319
H: 9.10808 14.93449 14.61577
H: 10.55889 13.40260 13.49121
H: 14.27494 9.41036 13.00761
H: 15.53587 7.41578 13.77204
H: 15.40843 6.75948 16.15974
H: 14.37066 8.33542 17.73918
H: 12.98236 10.22853 16.93750
C: 12.28660 9.02000 7.55226
Si: 12.20710 8.63229 9.35458
C: 13.34810 9.64500 10.35127
C: 12.32351 6.79847 9.53514
Sb: 9.69805 9.45012 9.87574
Si: 9.24107 11.78348 8.72554
C: 10.40336 11.70701 7.28654
C: 7.45940 11.87692 8.26090
C: 9.54717 13.04284 10.02827
Si: 8.21318 7.81873 8.54932
C: 9.03579 6.13983 8.59605
C: 6.46465 7.79252 9.14492
C: 8.46909 8.54872 6.86528
H: 12.99878 8.41360 6.97158
H: 12.48034 10.06692 7.35251
H: 11.29116 8.76458 7.17388
H: 14.40177 9.65699 10.08859
H: 13.29050 9.39317 11.39945
H: 13.04938 10.68052 10.24530
H: 13.36350 6.46087 9.48584
H: 11.77321 6.28500 8.76154
H: 11.94330 6.44158 10.48762
H: 10.35174 10.76602 6.76431
H: 11.44457 11.90031 7.52791
H: 10.08489 12.46739 6.56288
H: 7.28286 11.41520 7.25655
H: 7.07547 12.90720 8.22562
H: 6.84876 11.32161 9.00409
H: 10.46659 12.84917 10.60218
H: 8.69755 13.10300 10.70850
H: 9.62004 14.04093 9.55263
H: 8.29139 5.34403 8.44084
H: 9.59042 5.93172 9.50002
H: 9.73323 5.97141 7.76642
H: 6.52538 7.47337 10.18950
H: 5.88454 7.08778 8.54608
H: 5.97931 8.78881 9.08261
H: 9.52768 8.51986 6.56400
H: 8.21364 9.58014 6.77794
H: 7.89114 7.98249 6.13232

Atomic partial charges in e from the Mulliken method, atoms 1 to 4: 1.07, -0.46, -1.45, 0.14

---

[3]
DFT (the ωB97M-V functional and the def2-TZVPD basis) results for a 2-piece molecular cluster, C2H6N2S3 overall in a non-equilibrium geometry.

Output
**Gap between HOMO and LUMO (alpha / beta)**: 0.26325 / 0.24988 hartree
**HOMO energy (alpha / beta)**: -6.569 / -8.766 eV
**2S+1**: 3
**Energy relative to the best compared isomer or geometry (same formula, charge and spin)**: 145.49 kJ/mol
**<S²>**: 2.01
**Molar mass**: 154.29 g mol⁻¹
**DFT total energy**: -37652.806 eV

Geometry (Å):
C: -0.33861 0.27618 -0.60987
C: -0.18344 -1.56557 0.77530
N: 1.89535 2.36493 0.23165
N: -0.79809 -0.88084 -0.28717
S: -0.61378 1.40591 -1.68931
S: -1.99745 -1.79227 -1.20204
S: 1.64717 0.88391 0.95384
H: -0.86338 -2.27821 1.38207
H: 0.52487 -2.37248 0.43170
H: 0.19655 -0.89580 1.57295
H: 1.21954 3.03250 0.59817
H: 2.06828 2.54688 -0.72698
H: -2.75702 -0.72514 -1.43032

Atomic partial charges in e from the Mulliken method, atoms 1 to 4: 0.31, -0.94, -0.42, -0.05

---

[4]
DFT (the ωB97M-V functional and the def2-TZVPD basis) results for C16H23N3O3S as an isolated structure in a non-equilibrium geometry.

Output
**Gap between HOMO and LUMO**: 0.25742 hartree
**HOMO energy**: -7.786 eV
**Energy relative to the best compared isomer or geometry (same formula, charge and spin)**: 1658.57 kJ/mol
**Molar mass**: 337.44 g mol⁻¹
**DFT total energy**: -38398.538 eV

Geometry (Å):
C: -5.30182 -1.40281 0.93801
C: -4.60487 -1.29306 -0.54599
H: -5.07600 -0.37257 -1.11552
H: -4.81081 -2.24851 -1.12604
O: -3.32373 -1.22197 -0.64287
C: -3.00472 0.12423 -0.25292
O: -3.78201 1.02736 -0.04206
C: -1.45892 0.30309 -0.31736
H: -1.07112 -0.51323 -0.87599
C: -1.01866 0.05674 1.27896
C: -1.23993 1.64241 2.02316
C: -0.21813 2.50010 1.36758
N: 0.22246 1.91288 -0.02819
C: 1.50271 2.29231 -0.28037
O: 2.32807 2.67727 0.26814
C: 1.77010 1.77545 -1.61925
H: 2.96219 1.70181 -1.76841
H: 1.35570 2.44698 -2.37744
S: 1.43261 0.25588 -2.37582
C: 1.75060 -0.76377 -0.80813
N: 2.33114 -0.17658 -0.03092
C: 2.58926 -0.77577 1.29395
C: 2.41758 -2.11723 1.26143
C: 1.72697 -2.76416 0.28247
N: 1.46253 -1.92510 -1.20096
C: 1.52398 -4.24268 0.06777
H: 0.89431 -4.66985 -0.83014
H: 0.88094 -4.36707 0.91721
H: 2.26936 -4.90177 0.20703
H: 2.71584 -2.85361 2.14602
C: 3.38556 -0.00269 2.18580
H: 4.38030 -0.45789 2.20147
H: 3.38029 0.98714 2.01869
H: 2.85552 -0.42661 3.16447
C: -0.96687 1.58697 -0.68081
H: -0.65413 1.81732 -1.70788
H: -1.71462 2.38838 -0.71315
H: 0.81668 2.33084 2.29860
H: -0.47279 3.48696 1.56520
H: -2.29616 1.97376 1.92794
H: -0.96913 1.24041 3.23969
H: -0.16542 -0.17644 1.59462
H: -1.79723 -0.69287 1.77801
H: -5.29257 -0.60212 1.41217
H: -4.95239 -2.12575 1.34024
H: -6.25292 -1.70842 0.76780

Atomic partial charges in e from the Mulliken method, atoms 1 to 4: -2.01, -0.18, 0.31, 0.32